(1)
Computed, not measured: 12 unconnected molecules or ions with the total composition C31H81N2O15PSi in a non-equilibrium geometry, with ωB97M-V with the def2-TZVPD basis set.

Values from the calculation:
Total energy ... -3098.74049 Eh
Strongest force on any atom ... 1.5 eV Å⁻¹
Structure (SMILES) ... CC(=O)N(C)[Si@H](CP(=O)(O)O)c1ccncc1.CCO.CCO.CCO.CCO.CCO.CCO.CCO.CCO.CCO.CCO.CCO
HOMO level ... -9.25 eV
Gap between HOMO and LUMO ... 9.3362 eV
Multiplicity ... 1

```
131
Properties=species:S:1:pos:R:3:forces:R:3
C 1.0048 2.6443 4.5414 0.28 0.20 0.02
C 1.2975 1.9571 3.2398 -0.26 0.55 -0.07
O 2.4286 1.6072 3.0072 0.89 -0.48 -0.38
N 0.2939 1.8250 2.2813 -0.39 -1.29 0.67
C 0.7375 0.9724 1.1565 -0.03 0.73 -0.33
Si -1.3441 1.4509 2.8576 -0.11 0.61 0.14
C -2.1149 0.0530 1.8500 0.05 -0.25 0.10
P -3.3761 -0.8193 2.7818 0.01 0.53 0.72
O -4.1096 0.0467 3.7050 -0.25 0.21 -0.14
O -4.2790 -1.6014 1.7242 -0.01 -0.41 -0.31
O -2.6636 -2.0410 3.5225 0.17 -0.03 -0.50
C -2.3930 2.9965 2.8125 -0.19 0.42 -0.15
C -1.8260 4.2544 3.0428 -0.44 -0.31 -0.17
C -2.6429 5.3785 3.0207 0.33 0.00 0.07
N -3.9531 5.3630 2.8043 -0.11 -0.14 -0.06
C -4.4996 4.1704 2.5721 0.49 -0.11 0.08
C -3.7661 2.9917 2.5594 0.04 -0.14 0.00
H 0.6837 3.6653 4.3748 -0.29 0.08 0.11
H 0.3111 2.1177 5.1822 -0.35 -0.01 0.00
H 1.9500 2.7094 5.0667 0.14 -0.07 0.10
H 1.5260 1.4870 0.6217 0.18 -0.09 0.06
H -0.0717 0.8450 0.4474 -0.15 0.00 -0.06
H 1.0963 0.0073 1.4994 0.12 -0.18 0.06
H -1.2631 0.9849 4.2543 0.03 -0.18 0.01
H -1.3739 -0.6810 1.5363 0.12 0.01 -0.15
H -2.5653 0.4536 0.9433 -0.02 0.13 -0.15
H -4.6073 -1.0162 1.0331 -0.14 0.06 0.00
H -1.7284 -1.8376 3.6354 0.08 -0.23 0.24
H -0.7699 4.3634 3.2194 0.12 0.14 0.00
H -2.1913 6.3464 3.1873 -0.03 0.18 0.04
H -5.5636 4.1339 2.3962 -0.18 0.11 -0.04
H -4.2814 2.0632 2.3733 -0.12 -0.10 0.06
C 4.6635 1.8005 -0.7570 -0.10 0.09 0.08
C 3.4479 1.2272 -1.4580 0.06 0.12 -0.11
O 2.3243 2.1145 -1.3815 0.13 0.02 -0.10
H 4.4351 2.0014 0.2901 -0.01 -0.06 0.03
H 5.5051 1.1086 -0.8073 -0.01 0.00 -0.02
H 4.9659 2.7448 -1.2165 0.04 -0.03 -0.05
H 3.1390 0.2948 -0.9884 -0.11 0.01 0.00
H 3.6678 1.0195 -2.5102 0.01 -0.09 0.04
H 2.5749 2.9419 -1.8038 0.05 0.07 0.00
C -0.6359 0.9997 -3.0840 0.01 0.01 -0.11
C -0.8563 2.4722 -2.8159 0.31 -0.12 0.19
O -0.5371 2.7801 -1.4592 -0.24 0.16 0.00
H -1.2628 0.3944 -2.4303 -0.04 -0.01 -0.02
H -0.8618 0.7401 -4.1190 -0.03 0.00 0.00
H 0.4005 0.7326 -2.8713 -0.02 0.01 -0.03
H -1.8970 2.7477 -2.9817 -0.01 0.06 0.07
H -0.2324 3.0854 -3.4768 -0.09 -0.01 -0.13
H 0.3905 2.5421 -1.3328 -0.01 -0.12 0.07
C 1.4616 -2.6076 -4.5323 -0.14 0.17 0.01
C 1.5799 -1.9907 -3.1519 -0.18 -0.38 0.00
O 0.3140 -1.8715 -2.5085 -0.20 0.21 0.16
H 0.7904 -2.0123 -5.1545 0.01 0.03 0.01
H 2.4322 -2.6719 -5.0184 0.03 -0.05 0.02
H 1.0420 -3.6154 -4.4708 0.07 -0.03 0.01
H 1.9762 -0.9780 -3.2065 0.04 0.00 0.00
H 2.2480 -2.5865 -2.5255 0.15 0.09 -0.02
H -0.0859 -2.7390 -2.4036 0.14 -0.10 -0.10
C 1.3194 7.8835 6.2053 0.03 -0.04 -0.08
C 0.2551 6.8046 6.1331 0.22 -0.05 0.17
O 0.8105 5.5478 5.7322 -0.11 0.09 -0.10
H 1.8139 7.9972 5.2397 -0.03 0.02 -0.02
H 0.8851 8.8420 6.4929 -0.01 0.00 0.02
H 2.0863 7.6196 6.9371 -0.03 0.02 0.04
H -0.4985 7.0599 5.3889 -0.01 -0.08 -0.04
H -0.2450 6.6932 7.0972 -0.08 0.08 -0.02
H 1.4721 5.2993 6.3861 0.08 -0.01 -0.01
C -5.0422 -5.3971 1.5454 -0.04 0.03 0.04
C -5.7270 -4.7720 0.3438 0.09 0.15 0.12
O -6.5405 -3.6632 0.7129 -0.03 -0.08 -0.13
H -5.7834 -5.7217 2.2759 -0.02 -0.03 -0.02
H -4.4398 -6.2580 1.2505 0.01 0.01 -0.01
H -4.3903 -4.6716 2.0367 0.04 -0.01 -0.03
H -6.3899 -5.4901 -0.1367 -0.04 0.02 -0.03
H -4.9827 -4.4523 -0.3950 0.01 -0.09 -0.03
H -5.9658 -3.0127 1.1271 0.03 0.01 0.18
C -5.5805 1.8987 -3.8970 0.08 -0.02 0.04
C -4.6874 1.8980 -5.1240 -0.07 -0.21 0.06
O -3.5770 1.0171 -4.9738 0.02 0.14 -0.01
H -5.0092 2.1858 -3.0135 0.00 0.05 -0.01
H -6.4127 2.5934 -4.0166 -0.01 -0.01 -0.01
H -5.9895 0.9014 -3.7171 -0.05 0.01 -0.04
H -4.2682 2.8888 -5.2910 0.05 -0.01 -0.03
H -5.2613 1.6178 -6.0138 -0.02 0.09 -0.02
H -3.9195 0.1290 -4.8371 0.02 -0.03 0.01
C 4.9896 2.8317 4.8364 0.02 0.03 0.11
C 4.5540 4.2819 4.9224 0.18 -0.05 0.06
O 4.5640 4.7713 6.2655 -0.17 -0.01 -0.06
H 4.3414 2.2061 5.4501 -0.04 -0.03 -0.05
H 4.9412 2.4713 3.8095 -0.04 -0.02 0.01
H 6.0119 2.7069 5.2049 0.02 0.06 -0.05
H 3.5299 4.3940 4.5687 -0.01 0.06 0.01
H 5.1972 4.9132 4.3000 -0.06 -0.01 -0.07
H 5.4623 4.6946 6.5992 0.01 -0.01 0.04
C -2.8669 5.1873 10.0147 0.03 0.01 -0.09
C -1.7801 6.2327 10.1835 -0.21 0.07 -0.05
O -1.6952 7.0999 9.0545 0.09 -0.06 0.07
H -2.6869 4.5942 9.1179 0.03 -0.02 0.01
H -2.9051 4.5185 10.8756 -0.01 0.01 0.01
H -3.8450 5.6614 9.9052 -0.01 0.00 0.06
H -0.8045 5.7581 10.2756 0.04 0.04 -0.02
H -1.9560 6.8249 11.0878 0.05 -0.06 0.05
H -2.5435 7.5426 8.9575 -0.02 0.01 -0.04
C 5.7676 -3.6613 -5.5451 -0.03 0.03 0.02
C 5.8756 -3.0763 -4.1501 -0.08 -0.18 0.00
O 4.6043 -2.9821 -3.5077 0.16 0.09 0.00
H 5.0995 -3.0586 -6.1598 0.01 0.02 -0.01
H 6.7465 -3.7035 -6.0260 0.01 0.00 0.02
H 5.3528 -4.6701 -5.5149 0.02 -0.02 -0.01
H 6.2695 -2.0618 -4.1898 -0.02 0.03 0.06
H 6.5521 -3.6784 -3.5339 0.08 0.06 -0.03
H 4.2420 -3.8715 -3.4469 -0.05 -0.01 -0.05
C 2.2090 -7.1897 -7.3108 0.12 0.13 0.08
C 1.9763 -6.1017 -6.2803 -0.04 0.09 -0.24
O 2.7572 -4.9347 -6.5381 0.04 -0.14 0.09
H 3.2645 -7.4648 -7.3379 0.00 -0.02 0.03
H 1.6209 -8.0785 -7.0914 -0.04 -0.01 -0.04
H 1.9361 -6.8414 -8.3092 -0.07 -0.04 0.00
H 2.2647 -6.4460 -5.2874 0.01 0.05 0.03
H 0.9156 -5.8280 -6.2502 -0.02 -0.07 0.08
H 2.5085 -4.6032 -7.4060 0.02 0.03 -0.02
C -0.2105 -11.7591 -7.6454 0.03 0.08 0.04
C 0.3013 -11.0117 -8.8628 0.16 -0.11 0.10
O 1.3439 -10.0969 -8.5288 -0.14 -0.04 -0.03
H -0.5757 -11.0572 -6.8952 -0.04 0.01 -0.02
H -1.0210 -12.4378 -7.9135 0.01 -0.01 -0.01
H 0.5897 -12.3450 -7.1873 -0.01 -0.05 -0.03
H -0.4936 -10.4159 -9.3078 0.02 0.05 -0.03
H 0.6611 -11.7166 -9.6195 -0.09 0.00 -0.04
H 2.0667 -10.6038 -8.1466 0.04 0.01 0.00
```
Forces are in eV/Å.

Atomic partial charges in e from the Mulliken method, atoms 1 to 6:
1. C -0.79
2. C 0.55
3. O -0.61
4. N 0.59
5. C -1.25
6. Si -0.20



(2)
Computed, not measured: a molecular structure, C4H5NO in a non-equilibrium geometry, with ωB97M-V with the def2-TZVPD basis set.

Values from the calculation:
Total energy ... -285.27301 Eh
Strongest force on any atom ... 2.9 eV Å⁻¹
HOMO level ... -11.37 eV
Gap between HOMO and LUMO ... 11.5801 eV
Relative energy (zero: lowest compared OMol25 entry of this formula, charge and spin) ... 371.7 kJ/mol
Multiplicity ... 1

```
11
Properties=species:S:1:pos:R:3:forces:R:3
C 0.0082 0.7289 -1.3001 -0.21 -0.53 0.67
C -0.5695 0.3203 0.1436 -0.47 -0.41 0.83
C 1.6599 -0.8212 0.3766 1.98 -1.00 0.34
O 2.1991 -1.6820 0.8747 -0.41 0.48 -0.31
C -0.6286 -0.9250 1.5988 -0.30 0.35 -0.70
N -1.0082 -1.4901 2.5584 1.04 1.33 -2.31
H 1.0061 1.1826 -1.3235 -0.21 -0.44 0.42
H -0.6873 1.5360 -1.6282 0.13 -0.50 0.56
H -0.0614 -0.0257 -2.0889 0.09 -0.18 0.42
H -1.5820 0.0349 -0.0121 -1.03 0.76 0.03
H -0.3516 1.1438 0.8106 -0.61 0.13 0.05
```
Forces are in eV/Å.

Atomic partial charges in e from the natural (NBO) method, atoms 1 to 6:
1. C -0.62
2. C -0.30
3. C 0.49
4. O -0.48
5. C 0.19
6. N -0.40